No. 1
A cluster of 14 separate species, C18H64N10O14 in total in a non-equilibrium geometry, computed with ωB97M-V/def2-TZVPD.

Each line ends with the Löwdin charge.
Atoms and positions in Å:
C (-0.684, -1.711, 3.250)  -0.0727
C (-0.305, -3.184, 3.332)  -0.3366
O (0.566, -3.181, 4.411)  -0.0905
H (-1.228, -1.404, 4.169)  0.0776
H (-1.380, -1.549, 2.469)  0.0440
H (0.179, -1.022, 3.126)  0.0627
H (0.271, -3.452, 2.439)  0.0788
H (-1.093, -3.916, 3.441)  0.1072
H (0.839, -4.109, 4.523)  0.0899
C (1.367, 3.911, -0.145)  -0.0721
C (-0.001, 3.591, 0.228)  -0.3083
O (-0.730, 4.803, 0.459)  -0.0729
H (1.682, 4.658, -0.833)  0.0738
H (1.773, 3.057, -0.556)  0.0178
H (1.918, 4.094, 0.786)  0.0903
H (-0.181, 2.964, 1.061)  0.0821
H (-0.558, 3.062, -0.525)  0.0891
H (-1.576, 4.578, 0.845)  0.0011
C (1.726, -4.206, -0.627)  -0.0825
C (1.558, -5.332, -1.651)  -0.2688
O (1.805, -4.806, -2.965)  -0.1146
H (1.449, -4.618, 0.412)  0.1012
H (1.051, -3.418, -0.860)  0.0478
H (2.771, -3.884, -0.638)  0.0743
H (0.628, -5.896, -1.619)  0.1146
H (2.343, -6.059, -1.599)  0.0987
H (1.481, -5.442, -3.595)  0.0963
C (-4.021, 3.652, 0.137)  -0.0598
C (-3.689, 4.761, 1.091)  -0.3473
O (-2.818, 4.364, 2.089)  -0.1088
H (-4.682, 3.968, -0.705)  0.0945
H (-4.334, 2.712, 0.625)  0.0713
H (-3.129, 3.306, -0.471)  0.0753
H (-4.565, 5.094, 1.645)  0.1133
H (-3.299, 5.624, 0.645)  0.1032
H (-3.208, 3.551, 2.575)  0.1284
C (-1.516, -1.451, -3.379)  -0.6042
O (-2.079, -2.354, -4.274)  -0.1184
N (-0.553, -0.579, -3.666)  0.1444
N (-1.985, -1.342, -2.194)  0.1676
H (-0.443, -0.462, -4.687)  0.1597
H (-0.196, 0.232, -3.140)  0.0972
H (-2.533, -2.105, -1.854)  0.1316
H (-1.588, -0.752, -1.421)  0.0827
C (3.373, -0.034, -0.880)  -0.5364
O (3.091, 0.715, 0.346)  -0.1695
N (3.935, 0.582, -1.886)  0.1628
N (3.101, -1.258, -1.067)  0.1884
H (4.126, 1.578, -1.828)  0.1369
H (4.091, 0.070, -2.763)  0.1255
H (2.540, -1.548, -0.313)  0.0322
H (2.520, -1.564, -1.906)  0.0771
C (2.501, -1.740, -4.088)  -0.6639
O (2.393, -0.633, -4.897)  -0.1121
N (1.564, -2.034, -3.235)  0.1211
N (3.411, -2.648, -4.223)  0.1735
H (0.750, -1.427, -3.520)  0.0539
H (1.378, -3.060, -3.094)  0.1073
H (4.059, -2.605, -5.034)  0.1441
H (3.672, -3.259, -3.427)  0.1272
C (-2.404, 1.217, 3.327)  -0.5721
O (-1.865, 1.567, 2.077)  -0.1239
N (-3.399, 0.408, 3.552)  0.1603
N (-1.912, 1.693, 4.442)  0.1837
H (-3.778, -0.116, 2.702)  0.0779
H (-3.505, -0.075, 4.497)  0.1582
H (-1.029, 2.097, 4.238)  0.0587
H (-2.130, 1.334, 5.361)  0.1261
C (3.099, -2.004, 2.279)  -0.5485
O (1.922, -2.108, 1.446)  -0.1747
N (3.883, -0.999, 2.263)  0.1825
N (3.572, -3.010, 2.968)  0.1458
H (3.563, -0.305, 1.603)  0.0352
H (4.784, -0.913, 2.710)  0.1328
H (4.351, -2.905, 3.604)  0.1098
H (2.984, -3.925, 2.993)  0.1605
C (-2.307, 1.967, -2.952)  -0.1894
O (-3.320, 1.018, -2.861)  -0.1035
H (-1.470, 1.721, -2.355)  0.0299
H (-2.538, 2.915, -2.646)  0.0533
H (-1.946, 1.933, -3.952)  0.0748
H (-2.901, 0.120, -2.785)  0.0388
C (-4.115, -0.360, 0.750)  -0.1642
O (-5.207, -0.428, 1.662)  -0.1540
H (-3.391, -1.101, 1.096)  0.0753
H (-3.677, 0.644, 0.867)  0.0520
H (-4.354, -0.480, -0.350)  0.1087
H (-5.659, -1.308, 1.673)  0.1158
C (1.152, 2.522, -3.443)  -0.1149
O (1.394, 1.367, -2.677)  -0.1502
H (1.771, 3.347, -3.229)  0.0743
H (0.165, 2.694, -3.438)  0.0244
H (1.403, 2.269, -4.471)  0.0942
H (2.320, 1.135, -2.906)  0.0496
C (1.525, 1.402, 3.282)  -0.1012
O (0.759, 2.045, 4.340)  -0.1479
H (2.333, 2.107, 3.019)  0.0990
H (0.933, 1.260, 2.407)  0.0401
H (1.815, 0.393, 3.540)  0.0597
H (1.419, 2.567, 4.838)  0.0974
C (0.004, 0.076, -0.094)  -0.1376
O (-1.360, 0.361, -0.212)  -0.1621
H (0.214, -0.168, 0.948)  0.0661
H (0.641, 0.881, -0.337)  0.0424
H (0.271, -0.707, -0.773)  0.0644
H (-1.560, 1.005, 0.475)  0.0253

The calculation puts the energy at -2324.92811 a.u. The calculation puts the energy above the lowest of the compared OMol25 structures with the same formula, charge and spin at 44.6 kcal per mole. The calculation puts the frontier orbital gap at 8.75 eV. The calculation puts the HOMO energy at -0.315 hartree.

---

No. 2
A cluster of 3 separate species, C41H53FN5O10 in total in a non-equilibrium geometry, computed with ωB97M-V/def2-TZVPD.

Each line ends with the Löwdin charge.
Atoms and positions in Å:
C (1.146, -3.655, 3.240)  0.1403
C (0.531, -3.267, 2.289)  -0.1153
C (0.003, -2.500, 1.143)  -0.1147
C (0.439, -1.029, 1.185)  -0.1210
C (-0.595, -0.215, 2.017)  -0.2249
C (-0.404, -0.517, 3.530)  -0.1144
C (-1.603, -1.284, 4.118)  -0.0930
C (-2.838, -0.394, 4.140)  -0.5229
N (-2.720, 0.906, 4.636)  0.1540
O (-3.890, -0.847, 3.741)  0.0720
O (-0.516, 1.214, 1.942)  -0.0591
C (0.433, 1.727, 1.012)  -0.2032
C (0.437, 3.246, 1.224)  -0.2713
C (-0.769, 4.058, 0.758)  -0.0492
C (1.800, 3.949, 0.979)  -0.1966
C (2.910, 3.500, 1.957)  -0.0715
C (0.229, 1.070, -0.351)  -0.2640
C (1.166, 1.788, -1.410)  0.0133
C (0.508, 2.885, -2.198)  -0.4546
O (-0.153, 2.694, -3.159)  0.1859
F (0.775, 4.160, -1.876)  0.1189
N (-0.992, 1.066, -0.953)  0.1814
C (-2.218, 0.967, -0.597)  -0.2630
C (-2.921, -0.377, -0.696)  0.0058
C (-3.158, 2.078, -0.221)  0.0014
N (0.791, -0.466, -0.195)  -0.0396
C (2.261, -0.561, -0.298)  -0.1176
O (2.712, -1.888, -0.037)  -0.0277
C (3.815, -2.243, -0.818)  -0.2694
C (5.038, -1.592, -0.710)  -0.0117
C (6.109, -2.014, -1.489)  -0.0664
C (5.977, -3.059, -2.392)  -0.0690
C (4.751, -3.710, -2.504)  -0.0521
C (3.691, -3.305, -1.703)  -0.0121
O (0.055, -1.215, -1.109)  -0.0714
C (0.661, -1.712, -2.291)  -0.1173
C (-0.466, -2.015, -3.285)  -0.3673
C (-1.311, -3.182, -2.713)  -0.0230
O (0.123, -2.477, -4.491)  -0.0181
H (1.832, -4.147, 3.891)  0.0443
H (-1.084, -2.617, 1.181)  0.1254
H (0.382, -3.053, 0.285)  0.1184
H (1.326, -0.998, 1.816)  0.1487
H (-1.628, -0.520, 1.820)  0.1364
H (0.522, -1.057, 3.734)  0.1029
H (-0.320, 0.421, 4.079)  0.1171
H (-1.336, -1.579, 5.136)  0.1327
H (-1.823, -2.185, 3.551)  0.1120
H (-2.086, 1.468, 4.075)  0.0792
H (-3.643, 1.327, 4.641)  0.1053
H (1.414, 1.427, 1.416)  0.1358
H (0.376, 3.318, 2.319)  0.1346
H (-0.540, 5.118, 0.807)  0.0742
H (-1.133, 3.861, -0.248)  0.0585
H (-1.588, 3.910, 1.457)  0.0604
H (1.588, 4.991, 1.219)  0.0991
H (2.111, 3.960, -0.061)  0.0839
H (2.996, 4.243, 2.752)  0.0725
H (3.870, 3.507, 1.438)  0.0743
H (2.723, 2.547, 2.457)  0.0650
H (2.153, 2.022, -1.011)  0.1284
H (1.345, 1.043, -2.190)  0.1185
H (-3.905, -0.363, -0.229)  0.0883
H (-2.336, -1.170, -0.229)  0.0639
H (-3.066, -0.643, -1.748)  0.1000
H (-3.076, 2.335, 0.835)  0.0945
H (-4.191, 1.791, -0.413)  0.0865
H (-2.958, 2.930, -0.872)  0.0930
H (2.680, -0.297, -1.269)  0.1371
H (2.746, 0.078, 0.441)  0.1553
H (5.126, -0.763, -0.015)  0.1213
H (7.052, -1.496, -1.361)  0.1117
H (6.815, -3.370, -3.002)  0.1100
H (4.615, -4.527, -3.200)  0.1130
H (2.763, -3.857, -1.787)  0.1127
H (1.406, -1.098, -2.807)  0.1397
H (1.140, -2.671, -2.091)  0.1079
H (-1.120, -1.154, -3.432)  0.1493
H (-2.370, -2.937, -2.751)  0.0557
H (-1.065, -3.416, -1.673)  0.0699
H (-1.162, -4.092, -3.293)  0.0904
H (-0.229, -1.924, -5.199)  0.0901
C (-3.308, -7.123, -7.397)  -0.0612
C (-2.603, -6.163, -8.111)  -0.0577
C (-2.488, -4.875, -7.614)  0.0016
C (-3.080, -4.570, -6.402)  -0.1468
C (-3.791, -5.513, -5.680)  -0.0019
C (-3.904, -6.798, -6.185)  -0.0598
N (-2.941, -3.214, -5.861)  -0.3307
O (-2.325, -2.397, -6.520)  0.0719
O (-3.439, -2.979, -4.777)  0.0568
H (-3.392, -8.130, -7.786)  0.1112
H (-2.142, -6.419, -9.055)  0.1118
H (-1.941, -4.128, -8.169)  0.1211
H (-4.253, -5.260, -4.737)  0.1201
H (-4.454, -7.547, -5.633)  0.1111
C (1.189, 6.152, 7.508)  -0.0600
C (1.712, 6.842, 6.421)  -0.0577
C (1.159, 6.676, 5.162)  -0.0018
C (0.082, 5.819, 5.011)  -0.1476
C (-0.447, 5.120, 6.082)  -0.0029
C (0.113, 5.290, 7.337)  -0.0583
N (-0.521, 5.658, 3.683)  -0.3220
O (-0.022, 6.269, 2.757)  0.0733
O (-1.486, 4.922, 3.584)  0.0670
H (1.620, 6.289, 8.491)  0.1119
H (2.549, 7.512, 6.557)  0.1122
H (1.565, 7.212, 4.317)  0.1206
H (-1.286, 4.452, 5.951)  0.1165
H (-0.291, 4.753, 8.184)  0.1119

The calculation puts the energy at -2719.52287 a.u. The calculation puts the frontier orbital gap at 9.15 eV. The net charge is +1. The calculation puts the HOMO energy at -0.430 hartree.

---

No. 3
An isolated molecule of C3H3FN2O in a non-equilibrium geometry, computed with ωB97M-V/def2-TZVPD.

Each line ends with the Löwdin charge.
Atoms and positions in Å:
O (-2.317, -0.590, -0.006)  0.0670
C (-1.189, -0.192, -0.020)  -0.5424
N (-0.751, 1.154, -0.002)  0.1086
C (0.672, 1.210, -0.005)  -0.0162
C (1.069, -0.068, 0.017)  -0.3308
F (2.320, -0.521, -0.010)  0.1015
N (-0.022, -0.920, 0.010)  0.1917
H (-1.436, 1.879, 0.085)  0.1432
H (1.251, 2.111, -0.016)  0.1147
H (-0.051, -1.916, 0.054)  0.1626

The calculation puts the energy at -400.74461 a.u. As for the structure (SMILES): O=c1[nH]cc(F)[nH]1. The calculation puts the energy above the lowest of the compared OMol25 structures with the same formula, charge and spin at 1.7 kcal per mole. The calculation puts the frontier orbital gap at 9.13 eV. The calculation puts the HOMO energy at -0.306 hartree.

---

No. 4
An isolated molecule of C3H3NOS in a non-equilibrium geometry, computed with ωB97M-V/def2-TZVPD.

Each line ends with the Löwdin charge.
Atoms and positions in Å:
O (-2.085, 2.423, -0.019)  0.1223
C (-1.537, 1.376, -0.064)  -0.5026
N (-0.214, 1.032, 0.074)  0.0939
C (-0.416, -0.386, -0.048)  -0.2040
C (-1.876, -0.110, -0.064)  -0.6783
S (-3.213, -1.024, 0.036)  0.7753
H (0.616, 1.410, 0.450)  0.1363
H (-0.116, -1.171, 0.744)  0.1522
H (0.032, -0.641, -0.979)  0.1050

The calculation puts the energy at -644.24257 a.u. As for the structure (SMILES): O=C1NCC1=S. The calculation puts the energy above the lowest of the compared OMol25 structures with the same formula, charge and spin at 27.8 kcal per mole. The calculation puts the frontier orbital gap at 8.05 eV. The calculation puts the HOMO energy at -0.338 hartree.